The following is a quantum chemistry calculation of an isolated molecule of C2H3NO2S, from the Open Molecules 2025 dataset.

Computed properties:
SMILES string: O=C(S)/C=N\O
Energy above the lowest of the compared OMol25 structures with the same formula, charge and spin: 105.1 kcal/mol
Total charge: 0
Gap between HOMO and LUMO: 9.131 eV

Positions of all 9 atoms, in Å:
O  -2.2898  1.0503  -0.1305
C  -1.1871  0.3046  -0.1085
S  -1.4034  -1.3991  -0.0062
C  0.0976  0.9272  0.1636
N  1.2617  0.6037  -0.0492
O  1.3374  -0.9356  -0.1071
H  -0.1675  -1.9472  0.3982
H  0.0856  2.0328  0.2504
H  2.2654  -0.6366  -0.4108